1.
{"formula": "C42H56BBaN5O5", "method": "wB97M-V/def2-TZVPD", "symbols": ["Ba", "O", "C", "O", "C", "O", "C", "C", "O", "O", "H", "H", "H", "H", "H", "C", "C", "C", "C", "C", "C", "C", "C", "C", "C", "H", "H", "H", "H", "H", "H", "H", "H", "H", "H", "H", "H", "H", "H", "H", "N", "C", "N", "C", "N", "C", "C", "C", "C", "C", "C", "C", "C", "C", "C", "C", "C", "N", "B", "N", "C", "C", "C", "C", "C", "C", "C", "C", "C", "C", "C", "C", "C", "C", "H", "H", "H", "H", "H", "H", "H", "H", "H", "H", "H", "H", "H", "H", "H", "H", "H", "H", "H", "H", "H", "H", "H", "H", "H", "H", "H", "H", "H", "H", "H", "H", "H", "H", "H", "H"], "positions_angstrom": [[-20.238340, 3.893932, 5.471752], [-17.669886, 3.919719, 1.412682], [-18.526139, 3.967737, 2.299490], [-18.446651, 4.247929, 3.518674], [-19.947751, 3.706328, 1.728016], [-20.943458, 3.609278, 2.713656], [-22.275195, 3.254454, 2.320570], [-23.180993, 3.482213, 3.542006], [-22.615411, 4.071685, 4.520411], [-24.370179, 3.070221, 3.452408], [-16.875900, 5.961446, 3.178914], [-19.894841, 2.830304, 1.105867], [-20.158049, 4.461680, 0.925713], [-22.348557, 2.189167, 1.986338], [-22.575077, 3.869364, 1.525811], [-16.603109, 6.896406, 6.112215], [-16.724643, 7.328782, 4.864730], [-16.173365, 6.295149, 3.862849], [-15.773714, 5.151556, 4.811844], [-15.991467, 5.534217, 6.066631], [-15.688410, 4.671781, 7.256968], [-15.426323, 3.797330, 4.355808], [-14.916160, 6.875135, 3.218876], [-17.488835, 8.457984, 4.389398], [-17.103505, 7.559498, 7.365899], [-16.390461, 4.835676, 8.060895], [-14.719339, 4.960481, 7.624498], [-15.734775, 3.599386, 7.001862], [-16.271897, 3.538778, 3.713272], [-15.245085, 3.121855, 5.220911], [-14.510256, 3.808446, 3.774893], [-14.540937, 6.091522, 2.588930], [-14.155037, 7.192074, 3.913683], [-15.272217, 7.656728, 2.539796], [-17.781788, 9.069967, 5.224282], [-18.369520, 8.080599, 3.880885], [-17.058060, 9.156684, 3.657094], [-18.163768, 7.876750, 7.401375], [-16.603240, 8.561646, 7.549903], [-16.842553, 6.916423, 8.204842], [-20.112862, 5.546512, 7.827600], [-20.326339, 6.554897, 8.384311], [-20.353534, 7.579244, 9.156410], [-20.797159, 8.717955, 8.689890], [-21.207421, 9.747268, 8.370623], [-21.024069, 3.019485, 9.312097], [-21.929673, 1.811049, 9.666374], [-21.334911, 0.771234, 10.596193], [-22.569614, 1.261407, 8.410237], [-23.902950, 1.658068, 8.208637], [-24.527191, 1.367451, 7.030492], [-23.848370, 0.655874, 6.071354], [-22.524871, 0.260110, 6.219666], [-21.925079, -0.597509, 5.170681], [-22.395107, -2.078990, 5.310826], [-22.128119, 0.051744, 3.819313], [-21.853172, 0.593076, 7.384209], [-20.461152, 0.259723, 7.480593], [-19.394992, 1.037201, 6.778792], [-18.307501, 0.098176, 7.012500], [-18.643815, -1.020691, 7.742828], [-19.970408, -0.961411, 7.964523], [-16.936749, 0.283759, 6.727600], [-16.044187, 0.528798, 7.796706], [-14.686388, 0.569209, 7.534379], [-14.171075, 0.270975, 6.286003], [-15.052702, 0.070881, 5.233347], [-16.416510, 0.162364, 5.461641], [-17.412371, -0.057087, 4.277034], [-16.803179, 0.306084, 2.924842], [-17.830411, -1.539423, 4.315817], [-16.424936, 0.825223, 9.293183], [-16.584364, -0.359955, 10.168811], [-17.634304, 1.733272, 9.542061], [-20.438971, 3.338816, 10.217151], [-21.570390, 3.858661, 8.983566], [-20.220960, 2.698637, 8.603701], [-22.791477, 2.204640, 10.268335], [-20.327471, 0.445735, 10.265981], [-21.986193, -0.055632, 10.706866], [-21.216439, 1.158968, 11.587622], [-24.346035, 2.374018, 8.961398], [-25.590295, 1.670265, 6.825472], [-24.391576, 0.405003, 5.164543], [-20.880330, -0.785043, 5.399924], [-23.484080, -2.178728, 5.208778], [-22.129930, -2.532506, 6.274659], [-21.954195, -2.676369, 4.531611], [-23.164146, 0.268189, 3.632687], [-21.723710, -0.398803, 2.948330], [-21.568789, 1.002728, 3.906878], [-17.888357, -1.773348, 8.011171], [-20.585549, -1.662410, 8.500402], [-13.938382, 0.869735, 8.281347], [-13.137461, 0.353837, 6.041957], [-14.690279, -0.123637, 4.278655], [-18.170473, 0.672471, 4.516887], [-16.044048, -0.462864, 2.707874], [-16.370427, 1.343655, 2.777935], [-17.532769, 0.234881, 2.064298], [-16.963208, -2.121600, 4.514380], [-18.360856, -1.746889, 3.384349], [-18.526723, -1.790749, 5.110997], [-15.519646, 1.338248, 9.650618], [-17.664781, -0.666504, 10.182469], [-16.289059, -0.053603, 11.174126], [-15.940749, -1.188939, 9.881938], [-18.511219, 1.152300, 9.258980], [-17.618648, 2.678033, 9.059146], [-17.734735, 1.881084, 10.603618]], "forces_ev_per_a": [[0.2274, -0.0554, 0.0039], [0.7629, 0.0567, 0.4037], [-1.4352, 0.0991, -1.1472], [0.1062, -0.1009, 0.6095], [-0.1621, 0.3735, -0.8922], [0.0142, -0.1697, 0.1014], [1.0980, -1.1366, 1.1169], [-1.3560, -0.3345, 0.3817], [-0.6795, -0.4818, -0.2204], [1.7600, 0.6297, 0.0533], [-1.3272, -0.4859, -1.5239], [0.0887, -1.0341, 0.0184], [-0.0619, 0.1431, 0.9304], [0.1696, 0.6856, 0.2759], [-0.6064, 1.0081, -1.2658], [-0.0825, -0.4201, 0.4338], [0.5546, -1.4233, -1.4219], [1.9928, 0.6106, 3.7238], [-0.6004, 1.0774, -0.3580], [-0.2387, -0.0667, 0.7055], [-0.5246, -0.0041, -0.3643], [0.3035, -0.0995, 0.2589], [-1.2577, -0.3350, -1.1209], [-0.6429, 1.4005, -0.5128], [0.6691, 1.5199, 0.3058], [-0.3355, 0.0461, 0.3047], [0.6513, -0.2436, 0.3916], [0.2299, 0.4787, 0.2138], [0.2688, -0.6875, 0.0635], [-0.4085, 0.1833, -0.8255], [0.2437, -0.1217, -0.3895], [0.6616, -0.3559, -0.4753], [0.0401, 0.2566, 0.3061], [0.5462, 0.3435, 0.1384], [-0.4639, 0.3573, 0.3443], [-0.5051, -0.0018, -0.0027], [0.5264, -0.3628, 0.0919], [0.3423, -0.8202, -0.2071], [-0.0889, -1.0883, -0.2216], [-0.4036, 0.1943, 0.2286], [-0.4331, 0.3261, -0.4479], [0.9895, -1.1973, -0.2739], [-0.1358, 0.3113, 0.4605], [-0.1148, -0.3282, 0.2286], [-0.2317, 0.9997, -0.2953], [1.8496, -1.8070, 1.5108], [-0.7942, 0.8216, 0.5005], [1.7186, 0.3783, -0.6779], [0.2413, 0.5285, -0.1934], [0.7000, 0.9973, 1.1043], [-1.8192, 0.1216, -0.6055], [-0.4124, -0.2695, -0.5230], [-0.8078, -0.0695, 0.3164], [0.5382, -2.0683, 0.0221], [-1.1232, 0.4945, -0.0092], [0.6937, 1.1769, 0.7211], [-0.0675, -0.0915, 1.0154], [-0.0370, 0.2700, -0.0627], [-0.7737, -0.0980, 0.0098], [1.2523, 0.6727, -0.4631], [-0.1629, -0.6404, -0.0314], [-0.4481, 0.2188, 0.4722], [0.6949, 0.3212, 1.6422], [-0.5158, 0.3339, 1.0825], [1.1670, 0.0453, 0.0419], [-0.9424, 0.3379, -0.7264], [-0.3967, 0.5134, 1.9652], [-0.7655, -0.8528, -2.2096], [1.2546, 0.6138, 1.0715], [0.0390, 0.2137, -1.4216], [-1.3412, 1.2858, -0.2500], [0.6043, 1.3756, -1.5616], [-0.8730, -1.1170, 0.7420], [0.0474, -1.3992, -0.0372], [-0.5915, -0.1480, -0.5309], [-0.6027, 0.7906, -0.6597], [-0.8266, 0.3906, 0.1724], [0.5741, -0.0463, -0.5412], [-0.6294, -0.0892, 0.0950], [-0.6366, -1.1064, -0.1707], [0.1699, 0.5693, 0.6621], [0.3098, -1.1430, -0.8326], [1.2496, -0.1932, 0.2700], [0.1585, 0.0522, 0.0798], [0.4476, 0.9347, -0.2701], [0.0368, 0.0601, -0.0036], [0.1058, 0.3618, -0.1174], [0.3306, -0.2866, -0.4102], [-0.4087, 0.2265, -0.1515], [0.4998, -1.0790, -0.6249], [-0.4781, -0.0855, -0.2349], [-0.6549, 0.3806, -0.1609], [-0.1455, -0.0893, 0.0480], [-0.6317, -0.2006, 0.0787], [0.7795, -0.1400, 0.2372], [0.5465, -0.1643, -1.5575], [-0.9229, -0.2297, -0.1409], [0.0866, 0.3979, -0.2276], [-0.3600, -1.1745, 0.7237], [0.3609, -0.1148, 1.0751], [0.8042, -0.7800, -0.4450], [0.3327, -0.5062, -0.1284], [-0.1253, 0.3380, 0.2743], [-0.1938, 0.1144, -0.0873], [1.0541, -0.0765, 0.0751], [-0.1978, -0.1960, 0.1998], [-0.0583, -0.2069, -0.0588], [-0.1803, 0.3763, -0.2111], [0.0298, 0.7716, -0.6406], [0.0961, 0.2377, 0.6404]], "homo_lumo_gap_ev": 6.069, "total_charge": -2, "e_lumo_ha": 0.153, "homo_energy_ev": -1.92, "e_tot_ev": -63525.1126}

***

2.
{"formula": "C42H56BIrN4O2", "method": "wB97M-V/def2-TZVPD", "symbols": ["Ir", "C", "C", "C", "C", "C", "C", "C", "C", "C", "C", "C", "C", "C", "C", "C", "C", "N", "C", "C", "C", "N", "C", "C", "C", "N", "C", "C", "C", "C", "C", "C", "C", "C", "C", "C", "C", "C", "N", "C", "C", "H", "H", "H", "H", "H", "H", "H", "H", "H", "H", "H", "H", "H", "H", "H", "H", "H", "H", "H", "H", "H", "H", "H", "H", "H", "H", "H", "H", "H", "H", "H", "H", "H", "H", "H", "H", "H", "H", "H", "H", "H", "H", "H", "H", "C", "C", "C", "O", "B", "O", "C", "C", "C", "H", "H", "H", "H", "H", "H", "H", "H", "H", "H", "H", "H"], "positions_angstrom": [[0.358413, 0.230229, 0.150640], [-3.092966, 4.907932, -1.991508], [-1.660940, 5.196870, -1.529153], [-0.800604, 3.976303, -1.545858], [0.081593, 3.574656, -2.492647], [0.417937, 4.237577, -3.790451], [-0.277686, 3.567228, -4.979651], [0.621629, 2.307037, -2.069485], [1.623510, 1.612489, -2.756888], [2.109340, 0.381215, -2.460316], [3.237375, -0.299578, -3.050504], [4.050802, 0.276976, -4.165232], [5.087748, 1.288243, -3.665663], [3.474251, -1.438047, -2.364904], [2.511588, -1.550307, -1.290651], [2.481980, -2.457545, -0.289061], [1.636340, -2.454104, 0.833812], [0.777937, -1.437040, 1.200946], [0.201096, -1.820076, 2.394322], [-0.692913, -1.085839, 3.128541], [-1.171824, 0.189641, 2.781928], [-0.860612, 0.871269, 1.640955], [-1.565058, 2.041561, 1.658847], [-1.559062, 3.013843, 0.642237], [-0.815342, 2.954260, -0.503447], [0.049369, 1.937540, -0.862887], [-2.344821, 2.116468, 2.876259], [-2.102986, 0.970906, 3.570587], [-2.619609, 0.555293, 4.909482], [-1.597886, 0.766698, 6.031322], [-3.193747, 3.286513, 3.255642], [-2.373030, 4.465156, 3.788723], [0.700772, -3.144128, 2.766384], [1.586396, -3.519651, 1.805388], [2.358320, -4.792039, 1.614867], [1.668661, -5.737637, 0.627208], [0.183979, -3.816194, 4.001857], [0.740991, -5.187459, 4.360855], [1.536088, -0.499155, -1.468840], [4.548340, -2.447565, -2.607532], [4.020111, -3.674070, -3.358613], [-3.715117, 5.802219, -1.931120], [-3.550524, 4.130381, -1.377659], [-3.099618, 4.556696, -3.024884], [-1.681335, 5.615087, -0.519019], [-1.216709, 5.963931, -2.166083], [1.500733, 4.223699, -3.942786], [0.132907, 5.289960, -3.745667], [-0.002582, 2.513306, -5.048666], [-0.012802, 4.055210, -5.918846], [-1.361911, 3.613587, -4.863516], [2.068681, 2.114861, -3.606717], [3.386263, 0.758453, -4.887784], [4.549807, -0.530115, -4.704242], [4.606075, 2.105319, -3.126633], [5.655497, 1.712519, -4.494809], [5.789415, 0.811509, -2.979061], [3.201051, -3.262979, -0.355500], [-1.054850, -1.515288, 4.051252], [-2.187678, 3.882348, 0.781052], [-2.915752, -0.497581, 4.878389], [-3.527778, 1.117477, 5.136351], [-0.679302, 0.210933, 5.835170], [-1.995441, 0.441674, 6.994425], [-1.331329, 1.822132, 6.110745], [-3.917466, 2.977403, 4.012344], [-3.780504, 3.610823, 2.390929], [-1.822257, 4.172040, 4.684352], [-3.014580, 5.310538, 4.043953], [-1.642245, 4.800530, 3.050615], [2.507895, -5.296666, 2.565077], [3.358761, -4.549963, 1.248346], [0.681555, -6.022925, 0.996813], [2.252858, -6.646933, 0.475602], [1.525556, -5.253331, -0.340931], [-0.905369, -3.890323, 3.905413], [0.344543, -3.138155, 4.847248], [0.585061, -5.914610, 3.562504], [0.236610, -5.563770, 5.251589], [1.807917, -5.147069, 4.582396], [4.972963, -2.761475, -1.649778], [5.365368, -1.989177, -3.167133], [3.209609, -4.149014, -2.801875], [4.806113, -4.414103, -3.514965], [3.624178, -3.384552, -4.333671], [-0.637766, -2.088259, -4.584375], [-1.412329, -1.532016, -3.397815], [-2.746235, -0.968686, -3.838121], [-0.619983, -0.452603, -2.843121], [0.145817, -1.024216, -1.843304], [-0.204582, -2.333858, -1.572455], [-1.486528, -2.532443, -2.208957], [-1.603247, -3.986650, -2.616377], [-2.553651, -2.166593, -1.186370], [-0.427833, -1.270308, -5.274820], [-1.206344, -2.854814, -5.113519], [0.314975, -2.517841, -4.265977], [-2.592933, -0.270467, -4.662210], [-3.236317, -0.435307, -3.025919], [-3.406141, -1.767460, -4.185443], [-0.726287, -4.311521, -3.174262], [-2.491564, -4.142410, -3.233349], [-1.694152, -4.612000, -1.727370], [-2.470582, -1.117412, -0.895949], [-2.403462, -2.777148, -0.295177], [-3.558925, -2.350855, -1.570027]], "forces_ev_per_a": [[-0.0019, -0.0480, -0.1560], [-0.0114, -0.0134, -0.0119], [-0.0055, -0.0122, 0.0141], [-0.2020, 0.0438, 0.2749], [0.2627, -0.2954, -0.1442], [-0.0005, 0.0016, -0.0057], [-0.0156, -0.0124, 0.0105], [-0.1250, 0.2615, -0.0660], [0.0278, -0.0063, -0.0302], [-0.0568, -0.1449, 0.1168], [0.0213, 0.2621, -0.1485], [-0.0257, 0.0280, -0.0303], [-0.0057, -0.0033, 0.0268], [0.0706, -0.2370, 0.1288], [-0.1491, 0.1768, -0.1241], [0.0178, -0.0198, 0.0845], [0.0040, -0.2487, 0.1570], [-0.0315, 0.0463, 0.1224], [0.2039, -0.1570, -0.2210], [-0.0323, -0.0620, 0.1275], [-0.2979, 0.2705, 0.1685], [0.1033, -0.0085, -0.1582], [-0.2121, -0.0752, 0.4013], [-0.0753, 0.1353, 0.0162], [0.1617, -0.0519, -0.2967], [-0.0506, 0.0927, 0.0694], [0.0824, 0.2465, -0.3516], [0.2336, -0.3699, 0.0432], [-0.0269, 0.0109, 0.0086], [0.0113, 0.0156, -0.0055], [-0.0127, -0.0125, 0.0074], [0.0176, -0.0079, 0.0150], [-0.2479, 0.1148, 0.2015], [0.1867, 0.0836, -0.3634], [0.0006, -0.0059, 0.0200], [-0.0262, 0.0067, -0.0017], [0.0025, 0.0079, -0.0072], [-0.0030, -0.0167, 0.0132], [-0.0389, -0.1387, -0.1935], [0.0043, -0.0413, 0.0306], [-0.0343, -0.0004, 0.0051], [0.0083, 0.0001, -0.0010], [0.0151, 0.0106, 0.0038], [0.0061, 0.0070, 0.0096], [0.0046, -0.0067, 0.0023], [-0.0143, 0.0062, -0.0156], [0.0005, -0.0035, -0.0046], [-0.0075, 0.0062, 0.0004], [0.0025, 0.0088, 0.0112], [0.0036, 0.0047, 0.0069], [0.0110, 0.0061, -0.0024], [-0.0062, 0.0158, 0.0239], [-0.0003, 0.0009, -0.0016], [0.0172, -0.0049, 0.0049], [0.0024, -0.0091, -0.0059], [-0.0102, -0.0067, -0.0014], [-0.0093, -0.0025, -0.0130], [0.0020, 0.0060, 0.0327], [-0.0042, 0.0340, -0.0070], [0.0069, -0.0275, 0.0323], [0.0083, -0.0014, 0.0023], [-0.0035, 0.0039, 0.0060], [-0.0147, 0.0027, -0.0094], [0.0001, -0.0015, -0.0085], [-0.0057, -0.0115, 0.0001], [-0.0061, 0.0019, 0.0095], [0.0058, 0.0049, -0.0011], [-0.0096, 0.0040, -0.0102], [0.0025, -0.0082, -0.0065], [-0.0145, -0.0133, 0.0015], [-0.0052, 0.0026, -0.0084], [0.0095, -0.0108, -0.0048], [0.0131, -0.0013, -0.0012], [0.0036, 0.0085, 0.0057], [-0.0007, 0.0096, 0.0153], [-0.0043, -0.0089, -0.0019], [0.0131, -0.0016, 0.0073], [-0.0069, 0.0195, 0.0057], [0.0034, -0.0026, -0.0027], [-0.0103, 0.0119, 0.0001], [0.0090, 0.0151, -0.0051], [-0.0089, -0.0056, -0.0208], [0.0054, 0.0109, -0.0062], [0.0053, 0.0133, 0.0120], [0.0089, -0.0007, 0.0062], [0.0523, 0.0013, -0.0562], [-0.0297, 0.0996, 0.1001], [-0.0588, 0.0031, -0.0488], [0.0679, -0.0452, 0.0440], [0.1975, 0.0768, 0.2108], [0.0627, -0.0503, -0.1521], [0.0196, -0.0005, 0.0512], [-0.0193, -0.0608, -0.0122], [-0.0709, 0.0253, -0.0095], [-0.0126, -0.0144, -0.0037], [-0.0012, 0.0149, 0.0097], [-0.0212, 0.0175, 0.0166], [-0.0006, -0.0080, 0.0069], [0.0146, 0.0020, 0.0011], [0.0148, 0.0086, 0.0076], [-0.0128, 0.0109, -0.0019], [0.0069, 0.0054, 0.0173], [0.0149, 0.0138, 0.0006], [-0.0024, -0.0105, 0.0058], [0.0099, 0.0143, 0.0057], [0.0195, -0.0065, -0.0011]], "homo_lumo_gap_ev": [5.004, 5.168], "e_lumo_ha": [0.017, -0.077], "multiplicity": 5, "homo_energy_ev": [-4.54, -7.27], "e_tot_ev": -58037.4451}